P:
DFT (the ωB97M-V functional and the def2-TZVPD basis) results for C22H26BrN2O2S3Tl as an isolated structure.

Properties
frontier orbital gap (spin up / spin down) = 5.263 / 5.440 eV
net charge = +2
multiplicity = 1

Last column: natural (NBO) charge in e.
Positions of all 57 atoms, in Å:
1 Tl 1.778 -1.441 -0.126  0.6777
2 O -4.375 -0.189 0.116  -0.7260
3 C -4.196 -1.506 -0.253  0.3667
4 C -5.216 -2.438 -0.153  -0.2919
5 C -5.011 -3.738 -0.580  -0.1430
6 C -3.785 -4.118 -1.111  -0.2114
7 C -2.764 -3.189 -1.205  -0.1633
8 C -2.958 -1.886 -0.754  -0.1527
9 C -1.795 -0.862 -0.909  0.1675
10 O -0.671 -1.365 -1.320  -0.3322
11 N -1.703 0.043 0.262  -0.2548
12 N -0.571 0.476 0.666  -0.1357
13 C -0.570 1.203 1.781  -0.0247
14 C 0.596 1.769 2.301  -0.1058
15 Br 2.236 1.589 1.372  0.1554
16 C 0.666 2.440 3.516  -0.0288
17 C -0.403 2.909 4.328  -0.1236
18 C -0.160 3.006 5.716  -0.1236
19 C -1.169 3.390 6.570  -0.1515
20 C -2.414 3.742 6.054  -0.1128
21 C -2.649 3.723 4.676  -0.2077
22 C -1.660 3.307 3.817  -0.1633
23 H -5.294 -0.035 0.369  0.5124
24 H -6.179 -2.134 0.243  0.2315
25 H -5.817 -4.455 -0.505  0.2424
26 H -3.623 -5.133 -1.447  0.2415
27 H -1.806 -3.466 -1.622  0.2351
28 H -2.196 -0.230 -1.749  0.3071
29 H -2.589 0.321 0.697  0.4212
30 H -1.484 1.317 2.361  0.2158
31 H 1.666 2.607 3.906  0.2492
32 H 0.818 2.748 6.108  0.2331
33 H -0.988 3.437 7.636  0.2392
34 H -3.201 4.060 6.725  0.2432
35 H -3.600 4.061 4.285  0.2421
36 H -1.814 3.364 2.746  0.2200
37 C 2.110 -1.987 -4.204  -0.5492
38 C 2.186 -0.453 -4.190  -0.5377
39 S 1.542 0.306 -2.670  0.1947
40 C 2.734 1.634 -2.409  -0.5457
41 C 4.203 1.213 -2.237  -0.5438
42 S 4.538 -0.300 -1.283  0.1862
43 C 5.073 -1.452 -2.596  -0.5256
44 C 4.381 -2.807 -2.633  -0.5471
45 S 2.575 -2.871 -2.696  0.2127
46 H 1.084 -2.312 -4.379  0.2468
47 H 2.717 -2.381 -5.019  0.2510
48 H 3.211 -0.116 -4.316  0.2203
49 H 1.602 -0.058 -5.020  0.2501
50 H 2.650 2.344 -3.231  0.2471
51 H 2.373 2.135 -1.510  0.2359
52 H 4.692 1.090 -3.201  0.2337
53 H 4.734 2.015 -1.726  0.2527
54 H 4.975 -0.938 -3.549  0.2218
55 H 6.136 -1.630 -2.435  0.2532
56 H 4.766 -3.375 -3.481  0.2499
57 H 4.618 -3.380 -1.734  0.2447



Q:
DFT (the ωB97M-V functional and the def2-TZVPD basis) results for C22H26BrN2O2S3Tl as an isolated structure.

Properties
frontier orbital gap (spin up / spin down) = 5.277 / 5.273 eV
net charge = +2
multiplicity = 1

Last column: natural (NBO) charge in e.
Positions of all 57 atoms, in Å:
1 Tl -2.018 -0.492 0.846  0.7107
2 O 0.347 4.850 -2.252  -0.6691
3 C -0.738 5.019 -1.433  0.2862
4 C -1.127 6.321 -1.160  -0.2422
5 C -2.196 6.564 -0.316  -0.1369
6 C -2.890 5.513 0.283  -0.2130
7 C -2.493 4.216 0.044  -0.1847
8 C -1.399 3.969 -0.791  -0.0669
9 C -0.882 2.532 -0.941  0.1649
10 O -1.821 1.634 -0.807  -0.3609
11 N 0.323 2.355 -0.083  -0.2619
12 N 0.595 1.223 0.453  -0.1447
13 C 1.717 1.138 1.156  -0.0173
14 C 2.171 -0.056 1.719  -0.1098
15 Br 1.128 -1.613 1.493  0.1491
16 C 3.367 -0.028 2.433  -0.0570
17 C 4.162 -1.013 3.050  -0.0484
18 C 5.180 -0.524 3.915  -0.1073
19 C 6.013 -1.388 4.580  -0.2238
20 C 5.880 -2.761 4.373  -0.0634
21 C 4.910 -3.266 3.500  -0.2162
22 C 4.055 -2.414 2.849  -0.1361
23 H 0.231 4.143 -2.897  0.4855
24 H -0.590 7.125 -1.648  0.2523
25 H -2.501 7.586 -0.131  0.2425
26 H -3.723 5.710 0.944  0.2418
27 H -3.010 3.390 0.513  0.2262
28 H -0.497 2.489 -1.986  0.2534
29 H 0.974 3.139 -0.023  0.3999
30 H 2.342 2.019 1.303  0.2053
31 H 3.754 0.981 2.556  0.2293
32 H 5.282 0.544 4.061  0.2268
33 H 6.773 -1.007 5.250  0.2505
34 H 6.546 -3.444 4.886  0.2440
35 H 4.839 -4.332 3.333  0.2448
36 H 3.330 -2.819 2.160  0.2278
37 C -4.365 -3.265 -0.991  -0.5350
38 C -3.143 -4.181 -1.023  -0.5381
39 S -1.747 -3.640 0.014  0.1923
40 C -0.386 -3.775 -1.172  -0.5377
41 C -0.386 -2.818 -2.367  -0.5468
42 S -0.711 -1.079 -1.966  0.1720
43 C -2.085 -0.682 -3.090  -0.5293
44 C -3.344 -1.529 -2.961  -0.5462
45 S -4.069 -1.505 -1.295  0.1953
46 H -4.839 -3.290 -0.010  0.2470
47 H -5.102 -3.606 -1.718  0.2501
48 H -2.767 -4.290 -2.039  0.2202
49 H -3.435 -5.171 -0.678  0.2551
50 H -0.358 -4.800 -1.541  0.2483
51 H 0.512 -3.631 -0.571  0.2309
52 H -1.117 -3.115 -3.116  0.2283
53 H 0.594 -2.855 -2.842  0.2505
54 H -1.714 -0.726 -4.114  0.2434
55 H -2.322 0.357 -2.860  0.2407
56 H -3.160 -2.566 -3.236  0.2230
57 H -4.089 -1.139 -3.655  0.2545



It is P that is most stable; the runner-up trails by 0.0048 hartree.



P:
DFT (the ωB97M-V functional and the def2-TZVPD basis) results for one molecule with the formula C5H9N3O.

Properties
frontier orbital gap = 9.078 eV
net charge = 0
multiplicity = 1
structure (SMILES) = NN1C=N[C@H]2[C@@H](O)[C@H]2C1

Last column: natural (NBO) charge in e.
Positions of all 18 atoms, in Å:
1 C -0.422 -1.073 -0.322  -0.2224
2 C 0.991 -0.610 -0.824  -0.2923
3 C 2.053 -0.307 0.151  0.0758
4 C 1.466 0.867 -0.534  -0.0941
5 C -0.789 1.330 0.248  0.2610
6 H -3.108 -0.408 1.160  0.3660
7 H -3.247 0.304 -0.408  0.3607
8 H -0.271 -1.567 0.689  0.2233
9 H -0.889 -1.772 -1.077  0.2311
10 H 1.270 -0.861 -1.865  0.2190
11 H 3.083 -0.581 -0.130  0.2036
12 H 1.009 0.353 1.775  0.4892
13 H 1.968 1.353 -1.334  0.2158
14 H -1.323 2.068 0.717  0.2016
15 N -2.563 -0.332 0.171  -0.6950
16 N -1.191 0.064 0.032  -0.2765
17 N 0.449 1.704 0.078  -0.5404
18 O 1.514 -0.533 1.474  -0.7266



Q:
DFT (the ωB97M-V functional and the def2-TZVPD basis) results for a 3-piece molecular cluster, C5H9N3O overall.

Properties
frontier orbital gap = 9.089 eV
net charge = 0
multiplicity = 1

Last column: natural (NBO) charge in e.
Positions of all 18 atoms, in Å:
1 C -1.238 0.531 -1.739  -0.6055
2 C -0.765 0.316 -0.234  0.0118
3 C 0.860 0.576 -0.338  -0.2382
4 C 0.841 -1.393 1.183  0.1885
5 C -1.503 0.559 1.047  -0.2692
6 H -1.333 -0.674 -2.216  0.2620
7 H -0.037 1.378 -2.144  0.1959
8 H -2.473 1.278 -1.870  0.2371
9 H 0.782 1.763 0.122  0.2076
10 H 1.219 0.577 -1.386  0.2326
11 H 2.903 -1.426 0.094  0.4539
12 H 1.599 -2.046 1.548  0.1933
13 H -0.781 0.602 1.756  0.1984
14 H -2.454 1.100 1.158  0.2172
15 N 1.410 -0.228 0.679  -0.1756
16 N -0.445 -1.679 1.370  -0.2968
17 N -1.384 -0.842 0.563  -0.2640
18 O 2.800 -0.392 0.407  -0.5490



It is P that is most stable; the runner-up trails by 0.2099 hartree.



P:
DFT (the ωB97M-V functional and the def2-TZVPD basis) results for one molecule with the formula C5H9N3O.

Properties
frontier orbital gap = 9.491 eV
net charge = 0
multiplicity = 1
structure (SMILES) = O=CCN/N=C/N1CC1

Last column: natural (NBO) charge in e.
Positions of all 18 atoms, in Å:
1 C 1.048 1.524 1.755  0.4339
2 C 0.559 2.236 0.542  -0.3386
3 C 0.432 -0.583 -0.864  0.2822
4 C -0.645 -2.563 -0.100  -0.2372
5 C -1.689 -1.824 -0.829  -0.2469
6 H 0.647 1.964 2.687  0.0995
7 H 1.063 3.229 0.584  0.2349
8 H -0.524 2.453 0.749  0.1830
9 H 0.586 2.302 -1.441  0.3597
10 H 1.487 -0.758 -0.548  0.1857
11 H -0.523 -2.270 0.964  0.2008
12 H -0.412 -3.586 -0.372  0.2058
13 H -2.110 -0.985 -0.391  0.2096
14 H -2.236 -2.259 -1.661  0.2090
15 N 0.789 1.629 -0.721  -0.4797
16 N -0.065 0.570 -0.998  -0.3730
17 N -0.260 -1.714 -1.137  -0.4118
18 O 1.853 0.636 1.782  -0.5167



Q:
DFT (the ωB97M-V functional and the def2-TZVPD basis) results for one molecule with the formula C5H9N3O.

Properties
frontier orbital gap = 9.981 eV
net charge = 0
multiplicity = 1
structure (SMILES) = C=NNCC(=C)/C=N\O

Last column: natural (NBO) charge in e.
Positions of all 18 atoms, in Å:
1 C 2.150 -0.055 -0.089  -0.0207
2 C 1.013 0.970 0.138  -0.1014
3 C 1.172 2.202 -0.348  -0.3512
4 C -0.219 0.685 0.819  -0.2750
5 C -3.438 -0.275 -0.420  -0.1485
6 H 0.310 -1.421 -0.013  0.4653
7 H 3.147 0.524 -0.248  0.1983
8 H 0.326 2.820 -0.081  0.2009
9 H 2.004 2.547 -1.036  0.2240
10 H -0.251 -0.014 1.771  0.2310
11 H -0.501 1.669 1.316  0.1982
12 H -0.950 0.436 -1.146  0.3650
13 H -4.497 -0.344 0.022  0.2180
14 H -3.162 -0.531 -1.524  0.1519
15 N 2.188 -1.333 -0.211  -0.0811
16 N -1.070 0.018 -0.146  -0.4890
17 N -2.385 -0.181 0.311  -0.2390
18 O 1.046 -2.048 0.082  -0.5465



It is P that is most stable; the runner-up trails by 0.0761 hartree.